(1)
C17H41F6N3O18PS2 | ωB97M-V/def2-TZVPD

The value obtained for the LUMO energy is -3.87 eV. Its orbital gap is 8.458 eV. For the HOMO energy, the calculation gives -12.3 eV. Its total charge is +1.

```
88
Properties=species:S:1:pos:R:3:forces:R:3:lowdin_charge:R:1
N 0.339707 3.340987 -0.690232 -0.19 0.67 0.33 0.2987
H -0.065552 2.536087 -0.157823 -0.66 -0.23 0.25 0.0858
H -0.260174 3.860005 -1.334320 -0.46 -0.55 0.09 0.1566
H 1.144397 3.017581 -1.252706 0.62 0.31 0.21 0.0485
H 0.668358 4.039039 -0.026478 0.36 -0.21 0.02 0.1338
N -0.676084 2.922712 3.192632 -0.33 -0.13 0.29 0.2864
H -0.286419 3.751911 2.753794 0.29 -0.11 0.00 0.1452
H -1.689698 3.019511 3.204757 0.02 -0.03 0.26 0.1440
H -0.322460 2.778483 4.139865 -0.19 0.22 0.09 0.1298
H -0.470345 2.050833 2.662146 -0.03 -0.37 -1.20 0.0565
N -3.681070 0.905098 0.799642 -0.14 0.12 1.04 0.3241
H -3.905002 0.842122 -0.187446 -0.09 0.29 -0.81 0.0703
H -4.413297 0.408308 1.307192 0.23 -0.30 -0.02 0.1437
H -3.664847 1.860601 1.146072 -0.24 0.22 -0.60 0.1409
H -2.730458 0.565608 0.984638 0.36 -0.16 -0.05 0.0755
C -0.509010 0.065290 0.162934 0.59 0.70 1.17 -0.2553
O -0.684415 1.170842 1.021872 -0.67 1.15 -0.02 -0.4265
H 0.466672 -0.360884 0.426272 -0.04 -0.55 -0.46 0.0721
H -1.284430 -0.694372 0.338719 0.06 -0.21 -0.20 0.0360
H -0.515128 0.345389 -0.896366 -0.17 -0.04 0.22 0.0409
P -4.141469 1.240241 -2.833083 -0.01 2.21 -2.55 0.1797
F -4.284718 0.173955 -4.029739 -0.29 0.04 0.90 -0.1322
F -2.796331 0.537024 -2.270657 0.56 -0.76 0.23 -0.1805
F -3.229332 2.156075 -3.877402 -0.13 -0.56 0.64 -0.1864
F -3.867366 2.414581 -1.723169 0.09 -0.36 1.34 -0.1960
F -5.439962 2.096603 -3.215058 -0.10 -1.04 -0.34 -0.1274
F -4.998076 0.301428 -1.816991 0.21 0.32 0.35 -0.1584
C 4.335088 0.301782 3.394106 -0.50 -1.17 -1.39 0.0026
C 3.110276 0.547645 2.470678 1.50 0.41 2.32 -0.2818
C 2.395078 1.856014 2.868135 -0.47 -1.35 1.11 -0.1058
O 2.420008 2.603888 1.686330 -1.67 1.85 0.74 0.0777
C 2.990905 1.957201 0.689644 1.00 -0.59 -0.76 -0.5396
O 3.004651 2.349010 -0.442262 0.23 -0.44 1.01 0.1553
O 3.590329 0.859413 1.176498 -0.15 -0.44 -1.17 0.0851
H 4.871481 -0.531729 2.930033 0.39 0.32 -0.20 0.0904
H 4.083993 -0.157855 4.348677 -0.32 0.78 0.29 0.0867
H 4.954439 1.193983 3.404217 0.10 -0.09 0.42 0.0975
H 2.507945 -0.360298 2.474039 -0.37 0.29 -0.36 0.1439
H 2.804574 2.382521 3.733009 0.81 0.16 -0.50 0.1462
H 1.398068 1.626299 3.250279 -0.25 0.00 -0.80 0.0721
C 2.867280 -1.691236 -1.322169 0.71 1.79 0.60 -0.0149
C 3.985934 -1.173021 -2.225039 -0.27 -0.07 0.16 -0.3010
C 4.961442 -0.211426 -1.485764 -0.40 -1.29 -1.03 -0.0668
O 6.211395 -0.641172 -2.012416 1.12 0.43 -0.04 0.0666
C 6.138866 -1.924265 -2.411372 -0.33 -0.24 -0.03 -0.5704
O 7.026410 -2.686413 -2.604309 0.28 0.42 -0.01 0.1795
O 4.843712 -2.251110 -2.559380 -0.29 -0.86 -0.04 0.0786
H 2.284296 -0.815106 -1.013693 -0.24 -0.13 -0.36 0.0508
H 3.387157 -1.898149 -0.383361 -0.31 -1.04 -0.05 0.0887
H 2.213520 -2.454661 -1.727124 0.28 -0.26 0.04 0.0903
H 3.636962 -0.785759 -3.185675 -0.16 0.35 0.19 0.1479
H 4.989139 -0.489757 -0.431957 -0.30 0.70 0.13 0.1236
H 4.797057 0.827637 -1.749137 0.05 0.08 0.48 0.1347
C -0.316689 0.492094 -5.539471 -1.43 -1.46 -0.30 -0.0009
C -0.190145 0.801043 -4.049719 -0.88 0.23 -1.72 -0.2778
C 0.575748 -0.090621 -3.089164 1.00 0.34 -1.53 -0.0647
O 1.439242 0.868925 -2.417434 -0.73 0.19 0.45 0.0158
C 1.367276 2.078042 -3.047001 0.97 -1.63 -1.41 -0.5640
O 2.012757 3.024891 -2.700647 -0.43 0.38 -0.23 0.1285
O 0.632016 1.973481 -4.142172 0.26 1.29 1.49 0.1120
H -1.209702 -0.099216 -5.772441 0.12 -0.34 0.42 0.0915
H 0.517390 -0.042856 -5.992851 0.28 0.25 0.24 0.0903
H -0.558260 1.384884 -6.112903 0.49 0.34 0.33 0.0972
H -1.167173 1.059722 -3.650604 0.04 0.31 0.00 0.1134
H 1.206943 -0.723187 -3.718431 0.19 -0.31 0.49 0.1346
H -0.010565 -0.670667 -2.386463 0.02 0.15 -0.03 0.1128
C -1.336906 -1.876723 3.028087 -1.75 0.20 -0.45 -0.2106
C -1.396846 -2.673254 4.331291 0.33 -0.05 -0.81 -0.1207
O -0.567268 -1.919667 5.216094 0.84 1.68 1.54 -0.1831
S -0.046469 -0.486118 4.649971 -0.44 -3.37 -0.99 0.6931
O 1.280542 -0.221028 5.115831 -0.94 -0.54 -0.93 -0.1970
O -0.999714 0.573023 4.766939 -0.22 -0.01 -0.11 -0.2427
O -0.140663 -1.137113 3.120510 1.22 1.91 0.57 -0.2087
H -2.224905 -1.254173 2.862354 0.23 0.49 0.51 0.1143
H -1.359448 -2.461806 2.109753 0.74 -0.36 0.25 0.1271
H -0.924975 -3.624611 4.086253 0.15 -0.10 0.78 0.1409
H -2.353836 -2.812595 4.822851 -0.18 0.08 -0.40 0.1409
C -3.204720 -2.682966 -0.558828 -0.17 0.47 -0.72 -0.1629
C -3.357366 -4.194269 -0.301587 0.37 2.06 0.11 -0.1209
O -4.656113 -4.241815 0.290272 -0.39 -0.77 -0.23 -0.1762
S -4.972725 -3.027050 1.248580 0.11 -0.42 -0.08 0.6419
O -4.521904 -3.345762 2.582535 0.13 0.87 -1.26 -0.2378
O -6.320142 -2.616137 1.039848 0.97 0.09 0.15 -0.1947
O -3.928020 -1.997399 0.480022 -0.53 -0.50 1.43 -0.2516
H -3.671890 -2.374269 -1.496272 -0.11 -0.24 -0.03 0.1341
H -2.192627 -2.282663 -0.592693 0.09 -0.33 0.30 0.1080
H -2.600730 -4.532179 0.403092 -0.06 -0.43 -0.09 0.1303
H -3.315610 -4.646452 -1.286655 -0.32 -0.72 0.34 0.1441
```
Forces are in eV/Å.



(2)
C18H41BCl2N3O11S3 | ωB97M-V/def2-TZVPD

The value obtained for the LUMO energy is -3.54 eV. Its orbital gap is 8.893 eV. For the HOMO energy, the calculation gives -12.4 eV. Its total charge is +1.

```
79
Properties=species:S:1:pos:R:3:forces:R:3:lowdin_charge:R:1
C -0.912235 0.830736 1.136396 1.31 1.03 0.70 -0.0913
C 0.248958 0.999324 -0.004223 -1.55 -0.41 -0.63 -0.2000
C 1.050296 -0.352222 -0.323642 -0.44 1.18 -1.88 -0.1572
O 1.786136 -0.927986 0.799788 1.17 2.81 1.37 -0.0636
C 2.289176 0.055727 1.682215 -2.20 -0.65 4.44 -0.1493
C 1.769819 0.109367 3.133982 1.98 0.99 -2.70 0.0740
N 2.486429 1.182067 3.825351 0.98 -1.82 -6.78 0.1345
C 3.358578 1.722810 2.801961 -0.02 0.62 1.33 -0.1484
C 4.297157 2.922603 3.286428 -0.28 -0.27 0.35 -0.5569
Cl 6.077726 2.583879 2.890609 -1.73 -0.03 0.32 0.5971
C 3.811639 4.396657 2.826050 -0.53 0.17 0.81 -0.6703
C 2.258114 4.432975 2.421101 0.48 0.70 -0.80 -0.1171
Cl 4.899515 5.073547 1.501905 -1.24 -0.38 0.99 0.5734
N 3.277639 1.118343 1.498611 -2.38 -1.42 5.32 0.2120
B 4.009978 1.455568 0.220372 1.13 1.89 -2.99 -0.5400
N 5.019198 0.605347 -0.465834 -2.33 0.96 -0.35 0.1717
O 3.652423 2.729409 -0.418165 -0.46 -2.76 1.13 0.0381
H -1.131120 -0.259349 1.399803 0.06 1.60 -0.60 0.0708
H -0.480235 1.332172 2.092435 -0.90 -0.96 -1.39 0.0643
H -1.849702 1.445851 0.877224 1.41 -1.31 0.26 0.0880
H 0.922890 1.912585 0.192580 -0.91 -1.52 -0.16 0.0967
H -0.335536 1.260473 -0.973595 1.34 -0.50 1.39 0.1109
H 0.350399 -1.161724 -0.762605 1.17 1.21 1.12 0.1488
H 1.819807 -0.126571 -1.158426 -1.12 -0.33 1.17 0.1281
H 0.984808 -0.509886 3.678775 1.33 0.93 -1.20 0.1496
H 2.358900 1.466209 4.805416 0.42 -0.03 -0.88 0.1753
H 4.250794 2.918058 4.445604 0.00 -0.18 -2.04 0.1234
H 3.939697 5.081885 3.753090 0.04 -1.15 -1.72 0.1215
H 2.087758 3.865128 1.433413 0.26 0.72 1.62 0.0744
H 1.569360 4.057570 3.255103 1.10 0.44 -1.13 0.0905
H 2.001235 5.536326 2.199961 0.35 -1.79 0.46 0.1013
H 4.530996 -0.174209 -0.961277 0.87 0.13 0.95 0.1015
H 5.391644 1.189045 -1.246958 -0.29 -0.54 0.86 0.1034
H 2.964301 2.485944 -1.092933 0.84 0.65 0.53 0.1165
O 0.926462 -5.127161 -3.719120 -0.37 0.37 0.58 -0.2742
S -0.289942 -5.134873 -2.951468 -0.33 -0.65 0.06 0.6038
O -0.855700 -3.923575 -2.410343 0.55 -0.26 -0.23 -0.3043
O -0.154510 -6.222849 -1.759558 -0.46 0.29 -0.87 -0.2619
C 0.931138 -6.091830 -0.845078 0.72 0.24 0.74 -0.2622
C 0.712047 -4.943278 0.124243 -0.06 0.32 -0.05 -0.0752
C -1.549629 -5.959796 -3.881861 0.00 -0.16 0.11 -0.1170
H 1.877198 -5.982125 -1.384226 -0.17 0.02 -0.10 0.1191
H 0.990348 -7.027064 -0.280626 -0.24 0.00 -0.34 0.1271
H 0.711825 -3.982553 -0.395264 0.03 -0.08 0.03 0.0542
H 1.501466 -4.914528 0.878242 -0.03 -0.13 -0.04 0.0828
H -0.255630 -5.040816 0.623223 0.11 -0.08 0.00 0.0761
H -1.149641 -6.895564 -4.271200 0.00 0.10 0.08 0.0787
H -1.836846 -5.302964 -4.703575 0.14 0.04 0.12 0.0797
H -2.407554 -6.139564 -3.234407 0.11 0.03 -0.02 0.0762
O -0.143224 5.632201 -2.822610 0.23 -0.77 -0.04 -0.2718
S -0.597374 4.324700 -3.213564 -0.63 0.18 -0.79 0.6046
O 0.044426 3.123361 -2.737473 0.13 0.54 0.09 -0.3131
O -0.692478 4.260323 -4.827284 -0.50 -0.06 1.10 -0.2587
C 0.477700 4.556167 -5.589790 1.01 0.11 -0.55 -0.2613
C 1.491345 3.427971 -5.530113 0.09 -0.19 0.26 -0.0768
C -2.329344 4.193195 -2.872388 -0.05 -0.03 -0.16 -0.1158
H 0.919221 5.502915 -5.263601 -0.16 -0.08 0.12 0.1193
H 0.157197 4.691807 -6.626849 -0.30 -0.01 0.30 0.1276
H 1.885092 3.304463 -4.518979 -0.01 0.05 -0.09 0.0591
H 2.334502 3.627832 -6.194387 -0.13 0.05 -0.04 0.0841
H 1.028679 2.479638 -5.814865 0.04 0.11 -0.06 0.0868
H -2.835888 5.078577 -3.255358 0.11 -0.08 0.01 0.0796
H -2.449095 4.130229 -1.790252 0.15 0.04 -0.08 0.0757
H -2.714710 3.287773 -3.340823 0.08 0.08 0.01 0.0779
O -3.373931 -1.227929 2.445811 -0.49 -0.04 -0.09 -0.3003
S -4.339071 -2.204151 2.008364 -0.41 -0.81 0.11 0.6048
O -5.539257 -1.825736 1.309590 0.75 0.22 0.42 -0.2744
O -4.740510 -3.146594 3.261439 0.61 0.14 -0.98 -0.2625
C -5.258488 -2.527455 4.438844 -0.61 0.52 0.84 -0.2685
C -6.685926 -2.049520 4.244517 -0.11 0.18 -0.27 -0.0745
C -3.508794 -3.433944 1.045961 0.06 -0.13 0.11 -0.1195
H -4.607049 -1.708751 4.760477 0.04 -0.07 -0.19 0.1140
H -5.240646 -3.282114 5.230790 0.22 -0.09 -0.35 0.1247
H -6.736282 -1.246972 3.505783 0.01 -0.05 0.09 0.0692
H -7.098545 -1.667713 5.180588 0.10 -0.11 0.01 0.0833
H -7.317872 -2.863458 3.880822 0.07 0.04 0.11 0.0882
H -2.612965 -3.756554 1.576062 -0.11 0.03 -0.01 0.0668
H -3.237636 -2.979068 0.092382 -0.07 0.07 0.11 0.0772
H -4.186650 -4.270311 0.877408 0.02 0.11 0.05 0.0796
```
Forces are in eV/Å.



(3)
C6H10FN | ωB97M-V/def2-TZVPD

As for the SMILES: CN[C@H]1CCC=C1F. The value obtained for the LUMO energy is 1.04 eV. Its orbital gap is 10.085 eV. The calculation puts the energy above the lowest of the compared OMol25 structures with the same formula, charge and spin at 1.831 eV. For the HOMO energy, the calculation gives -9.0 eV.

```
18
Properties=species:S:1:pos:R:3:forces:R:3:lowdin_charge:R:1
C -2.472614 -0.202485 -0.281363 -1.32 2.27 -0.67 -0.1669
N -1.217600 -0.958821 -0.452667 -0.70 -1.85 2.93 -0.0523
C -0.299156 -0.439004 0.590980 1.16 0.94 1.32 -0.3378
C 1.043846 -1.150887 0.732900 1.20 -3.13 0.83 -0.1686
C 1.843459 -0.744981 -0.560508 0.41 0.06 2.21 -0.1726
C 1.420798 0.667321 -0.552341 2.32 1.25 -4.17 -0.0732
C 0.353167 0.854050 0.139477 -0.95 -0.34 -0.27 -0.3458
F -0.120834 2.057292 0.290714 -1.64 1.66 0.70 0.0992
H -2.868343 0.107265 0.764942 1.30 -0.61 -1.29 0.1033
H -3.332099 -0.659370 -0.726014 -0.31 -1.12 -0.29 0.0450
H -2.496742 0.757130 -0.942725 0.75 -1.28 1.39 0.1059
H -1.371105 -2.017012 -0.163267 0.10 2.78 -0.84 0.1587
H -0.639563 -0.270323 1.663538 -0.75 -0.52 -1.30 0.1563
H 1.013145 -2.343115 0.939158 -0.18 2.67 -0.54 0.1484
H 1.519157 -0.661743 1.647766 -0.38 -0.90 -1.21 0.1308
H 1.583001 -1.405179 -1.376440 -0.01 0.25 -0.49 0.1059
H 2.926511 -0.641117 -0.414388 -0.05 -1.11 0.02 0.1087
H 1.939749 1.425494 -1.255205 -0.97 -1.03 1.67 0.1547
```
Forces are in eV/Å.



(4)
C22H23AsClNiO3PSe2 | ωB97M-V/def2-TZVPD

The value obtained for the LUMO energy (alpha / beta) is 0.24 / 0.22 eV. Its orbital gap (alpha / beta) is 8.235 / 8.228 eV. For the HOMO energy (alpha / beta), the calculation gives -8.0 / -8.0 eV.

```
54
Properties=species:S:1:pos:R:3:forces:R:3:lowdin_charge:R:1
Ni -0.707227 -0.153280 0.432008 -0.28 0.52 -0.10 0.0214
Se 1.615225 -0.165665 0.273889 0.26 0.03 0.04 0.5735
P 1.402486 1.997044 0.431782 0.10 0.17 0.06 0.2552
Se -0.736973 2.308280 0.528538 0.04 -0.42 0.03 0.4663
C 2.151136 2.855315 -0.982436 0.04 -0.03 -0.18 -0.3824
C 1.383182 3.668938 -1.807552 0.07 0.11 0.04 -0.1112
C 1.944543 4.244513 -2.941613 -0.02 -0.01 0.04 -0.0807
C 3.273363 4.011446 -3.255975 0.01 -0.02 0.01 -0.0837
C 4.045840 3.196254 -2.437213 -0.02 0.02 0.01 -0.0761
C 3.486109 2.612017 -1.313898 -0.07 0.03 -0.01 -0.0946
C 2.230794 2.619932 1.924938 0.05 -0.07 0.13 -0.3832
C 1.516931 3.286409 2.913623 0.06 0.12 -0.02 -0.1067
C 2.146444 3.667356 4.093587 -0.03 0.00 -0.05 -0.0773
C 3.488252 3.386517 4.290329 0.00 -0.02 -0.01 -0.0826
C 4.206584 2.716055 3.307286 -0.02 0.02 -0.01 -0.0767
C 3.579525 2.324018 2.137593 -0.06 0.03 0.01 -0.0983
H 0.346651 3.854664 -1.557587 -0.02 -0.04 -0.03 0.0539
H 1.336617 4.870379 -3.582368 0.00 0.01 0.02 0.1033
H 3.707762 4.453799 -4.143377 0.00 0.01 0.01 0.1033
H 5.082959 3.005842 -2.681421 -0.01 -0.01 0.00 0.1057
H 4.088128 1.947243 -0.710679 0.01 -0.04 0.00 0.0897
H 0.468243 3.505447 2.760855 -0.01 -0.04 0.02 0.0536
H 1.579310 4.176581 4.862001 0.00 0.01 -0.01 0.1044
H 3.974893 3.675988 5.212969 0.00 0.01 -0.01 0.1034
H 5.253333 2.486098 3.458819 -0.01 -0.01 0.00 0.1053
H 4.140414 1.763783 1.402807 0.01 -0.04 -0.01 0.0883
C -2.876243 -1.831974 -2.085157 0.08 -0.15 -0.01 -0.1913
As -3.347984 -0.271927 -1.097860 0.21 0.15 0.58 1.0080
C -2.959666 1.196182 -2.253090 0.07 0.14 -0.08 -0.2180
C -5.232907 -0.309904 -0.828461 -0.14 -0.01 0.07 -0.1980
O -2.641229 -0.072916 0.415735 -0.34 -0.03 -0.49 -0.5719
H -3.409338 -1.792498 -3.035780 0.03 -0.04 0.00 0.0467
H -3.150079 -2.724222 -1.529295 0.00 -0.03 0.03 0.0387
H -1.801071 -1.833396 -2.243567 0.03 -0.01 -0.02 0.0469
H -3.548288 1.114209 -3.166159 0.00 0.01 0.00 0.0436
H -1.896539 1.177045 -2.486553 0.01 0.03 -0.01 0.0373
H -3.186302 2.123952 -1.732556 -0.01 0.02 -0.02 0.0352
H -5.756998 -0.376609 -1.780290 0.00 0.00 0.00 0.0436
H -5.517603 0.599271 -0.303552 -0.03 0.01 0.00 0.0462
H -5.470912 -1.171403 -0.208243 -0.03 -0.01 0.00 0.0454
Cl -2.399408 -8.454209 1.046361 0.02 0.06 0.01 0.6481
C -1.727451 -6.853345 0.890068 -0.04 -0.06 0.01 -0.6689
C -0.366949 -6.706059 0.681041 0.07 0.00 -0.01 -0.0983
C 0.158543 -5.431421 0.537134 0.00 -0.05 -0.02 -0.0093
C -0.664779 -4.314827 0.601334 -0.07 -0.01 -0.03 -0.1244
C -2.024287 -4.484992 0.839355 0.00 0.00 0.02 -0.0247
C -2.565699 -5.755161 0.981033 0.00 0.09 -0.01 -0.1044
C -0.056168 -2.945001 0.404678 -0.29 -0.01 -0.05 -0.5911
O 1.155985 -2.834591 0.335552 0.19 0.03 -0.01 -0.0685
O -0.933152 -1.995031 0.301525 0.15 -0.47 0.11 -0.1810
H 0.267732 -7.580361 0.633593 0.00 0.01 -0.02 0.1042
H 1.216534 -5.282450 0.369070 0.00 0.00 0.00 0.1199
H -2.647926 -3.605830 0.934759 -0.02 0.00 -0.04 0.1109
H -3.622362 -5.897525 1.162438 0.01 0.01 0.01 0.1016
```
Forces are in eV/Å.